Entry 1:
C14H48O17 | ωB97M-V with the def2-TZVPD basis set

Geometry as XYZ:
```
79
Properties=species:S:1:pos:R:3:mulliken_charge:R:1
O -0.334 0.844 -2.137 -0.4224
H 0.328 1.534 -2.193 0.4075
H -1.169 1.310 -2.170 0.0560
O -0.072 -0.485 0.683 0.5022
H 0.057 0.023 -0.118 0.1011
H 0.003 -1.397 0.403 -0.0087
O -1.972 -2.290 2.370 -0.7054
H -1.368 -2.234 1.630 0.1192
H -2.818 -2.024 2.011 0.3857
C 3.484 -2.558 -0.472 -0.3355
C 4.705 -1.978 0.144 -0.7364
O 5.875 -2.348 -0.612 -0.5766
O 2.340 -1.790 0.050 -0.2236
H 3.358 -3.614 -0.231 0.3656
H 3.316 -2.545 -1.549 0.4465
H 4.793 -2.435 1.130 0.4046
H 4.669 -0.897 0.277 0.2736
H 6.675 -1.976 -0.234 0.3069
H 1.623 -1.989 -0.556 -0.2481
C 0.251 -5.129 -0.708 -0.6137
C 0.300 -3.762 -1.384 -0.2249
O -0.395 -2.722 -0.635 -0.3148
O 1.237 -5.311 0.309 -0.4875
H 0.479 -5.905 -1.439 0.4442
H -0.702 -5.394 -0.251 0.3602
H -0.148 -3.725 -2.378 0.2755
H 1.374 -3.675 -1.549 0.1240
H -1.083 -3.218 -0.187 0.1684
H 1.210 -6.229 0.587 0.2917
C 1.110 0.717 4.546 -0.4845
C 1.750 0.788 3.114 0.9511
O 3.113 0.870 3.081 -0.5693
O 1.903 -0.243 5.347 -0.5805
H 0.044 0.510 4.634 0.4244
H 1.383 1.643 5.051 0.2900
H 1.443 1.663 2.540 -0.4000
H 1.523 -0.086 2.503 -0.2532
H 3.543 0.735 3.928 0.3312
H 1.351 -0.979 5.621 0.3115
C -3.893 1.574 2.675 -0.5189
C -3.645 0.412 1.597 0.5819
O -4.190 -0.868 1.895 -0.6367
O -5.284 1.885 2.662 -0.5345
H -3.241 2.439 2.560 0.3373
H -3.768 1.053 3.624 0.3452
H -2.587 0.262 1.384 -0.3144
H -4.038 0.705 0.623 0.1264
H -5.103 -0.814 2.184 0.3163
H -5.435 2.444 3.428 0.3015
C -3.754 1.009 -3.040 -0.2279
C -3.102 -0.295 -3.443 -0.7537
O -2.837 -1.250 -2.281 -0.5096
O -2.918 1.849 -2.203 -0.5083
H -4.528 0.524 -2.445 0.3008
H -3.957 1.594 -3.938 0.3276
H -2.299 -0.098 -4.153 0.3157
H -3.810 -0.771 -4.122 0.4424
H -2.011 -0.943 -1.902 0.2275
H -3.464 2.511 -1.774 0.2252
C -0.184 3.479 1.104 0.1970
C -0.532 4.344 -0.103 -0.7426
O -1.970 4.245 -0.421 -0.4879
O -0.947 4.071 2.223 -0.5737
H 0.880 3.502 1.338 0.2541
H -0.480 2.431 1.056 -0.0362
H 0.120 4.118 -0.947 0.2738
H -0.327 5.390 0.124 0.5147
H -2.090 4.884 -1.127 0.2733
H -1.587 4.586 1.725 0.3159
C 3.199 0.342 -2.940 -0.1501
C 2.909 1.836 -3.353 -0.6769
O 1.991 2.496 -2.489 -0.5037
O 1.992 -0.405 -2.829 -0.4205
H 3.811 0.156 -2.056 0.0605
H 3.874 -0.047 -3.702 0.3980
H 2.509 1.900 -4.365 0.2426
H 3.779 2.493 -3.338 0.4651
H 2.450 3.196 -2.018 0.2655
H 1.292 0.063 -2.367 0.3315
```

**Highest occupied orbital energy**: -0.3327 Eh
**Energy above the lowest of the compared OMol25 structures with the same formula, charge and spin**: 120.8 kcal per mole
**Lowest unoccupied orbital energy**: 0.24 eV
**Structure (SMILES)**: OCCO.OCCO.OCCO.OCCO.OCCO.OCCO.OCCO.O.O.O
**Strongest force on any atom**: 3.42 eV/Å

***

Entry 2:
C14H50B5F6FeN3O8S2Zn | ωB97M-V with the def2-TZVPD basis set

Geometry as XYZ:
```
90
Properties=species:S:1:pos:R:3:lowdin_spin:R:1
Fe -0.757 -0.762 2.880 4.1740
Zn 1.721 2.270 1.352 0.0045
B 0.969 -0.969 4.045 0.1079
H 0.482 -0.010 4.127 0.0239
H 0.260 -1.755 4.255 0.0325
H 1.307 -1.109 3.030 0.0322
H 1.857 -1.011 4.657 0.0215
B -2.613 -0.445 4.142 0.1244
H -1.960 -1.296 4.258 0.0440
H -3.180 -0.327 5.053 0.0224
H -1.935 0.377 3.971 0.0330
H -3.326 -0.570 3.342 0.0218
B 1.860 3.843 0.075 0.0008
H 2.599 3.926 0.857 0.0000
H 1.915 4.628 -0.663 0.0001
H 1.948 2.904 -0.451 0.0003
H 0.884 3.716 0.516 0.0003
B -1.271 -2.578 1.565 0.1263
H -1.486 -3.165 2.445 0.0335
H -1.786 -1.630 1.574 0.0330
H -0.228 -2.314 1.486 0.0322
H -1.588 -3.230 0.766 0.0287
B 0.122 0.802 1.319 0.0491
H 0.138 1.616 0.611 0.0090
H -0.894 0.523 1.554 0.0175
H 0.566 -0.068 0.862 0.0086
H 0.639 1.062 2.229 0.0085
C -2.371 -0.315 -2.017 0.0000
F -2.239 0.957 -2.458 0.0000
F -2.543 -1.222 -2.967 0.0000
F -1.366 -0.790 -1.214 0.0002
S -4.007 -0.401 -0.953 0.0002
O -3.533 -0.053 0.371 0.0010
O -5.005 0.599 -1.483 0.0001
N -4.289 -2.113 -0.768 0.0004
S -5.595 -2.325 -1.645 0.0000
O -5.607 -1.783 -2.993 0.0001
O -5.705 -3.779 -1.696 0.0000
C -7.032 -1.656 -0.612 0.0000
F -8.028 -1.113 -1.260 0.0000
F -7.552 -2.673 0.030 0.0000
F -6.741 -0.677 0.334 0.0000
C -1.451 -1.248 -7.068 0.0000
O -0.424 -0.265 -6.651 0.0000
C -0.300 -0.013 -5.249 0.0000
C 0.354 -1.190 -4.507 0.0000
N 1.767 -1.160 -4.914 0.0000
C 2.549 -2.192 -4.208 0.0000
C 2.551 -2.257 -2.596 0.0000
O 1.936 -3.418 -2.192 0.0002
C 1.369 -3.294 -0.916 0.0010
H -2.361 -1.256 -6.469 0.0000
H -1.051 -2.262 -7.031 0.0000
H -1.764 -0.998 -8.081 0.0000
H -1.224 0.271 -4.744 0.0000
H 0.366 0.827 -5.052 0.0000
H -0.155 -2.115 -4.779 0.0000
H 0.049 -1.274 -3.464 0.0000
H 1.768 -1.219 -5.923 0.0000
H 3.599 -2.036 -4.455 0.0000
H 2.331 -3.174 -4.628 0.0000
H 2.236 -1.410 -1.987 0.0000
H 3.574 -2.350 -2.231 0.0000
H 0.817 -2.382 -0.688 0.0008
H 2.040 -3.695 -0.156 0.0001
H 0.572 -4.020 -1.076 0.0001
C 3.477 0.292 -0.254 0.0004
O 3.272 1.101 0.895 0.0010
C 4.427 1.032 1.774 0.0002
C 4.251 2.113 2.843 0.0001
N 2.822 2.204 3.146 0.0013
C 2.468 3.496 3.705 0.0001
C 0.953 3.555 3.935 0.0002
O 0.351 3.286 2.700 0.0007
C -1.050 3.641 2.731 0.0001
H 2.498 0.404 -0.720 0.0002
H 3.752 -0.736 -0.017 0.0000
H 4.206 0.576 -1.014 0.0000
H 5.445 0.955 1.392 0.0000
H 4.330 0.007 2.132 0.0001
H 4.599 3.082 2.485 0.0000
H 4.804 1.835 3.740 0.0000
H 2.644 1.659 3.977 0.0006
H 2.856 4.366 3.176 0.0000
H 3.015 3.605 4.641 0.0000
H 0.656 4.511 4.367 0.0000
H 0.595 2.894 4.725 0.0002
H -1.639 3.266 3.569 0.0001
H -1.504 3.171 1.858 0.0001
H -1.006 4.729 2.754 0.0000
```

**Highest occupied orbital energy (alpha / beta)**: -0.2466 / -0.2466 Eh
**Multiplicity**: 6
**Lowest unoccupied orbital energy (alpha / beta)**: 1.23 / 0.06 eV
**Total charge**: -1
**Strongest force on any atom**: 5.10 eV/Å

***

Entry 3:
C14H51N21O11 | ωB97M-V with the def2-TZVPD basis set

Geometry as XYZ:
```
97
Properties=species:S:1:pos:R:3:mulliken_charge:R:1
C -3.404 2.979 -5.093 -1.3487
C -4.110 3.590 -3.821 0.5058
C -4.415 5.057 -3.909 -0.7817
O -3.318 5.957 -4.170 -0.3529
C -2.392 5.818 -3.125 -0.6743
N -5.400 2.920 -3.598 -0.6935
H -3.262 1.913 -4.917 0.4193
H -2.350 3.184 -5.286 0.3249
H -3.939 3.105 -6.035 0.3130
H -3.399 3.378 -3.023 0.2489
H -4.938 5.383 -3.010 0.3248
H -5.107 5.150 -4.746 0.3664
H -1.556 6.486 -3.328 0.2526
H -1.975 4.819 -3.001 0.2412
H -2.955 6.040 -2.218 0.3260
H -5.478 1.980 -3.957 0.2612
H -5.355 2.852 -2.591 0.2630
C -5.772 -3.147 -1.936 0.6074
O -4.936 -2.896 -1.180 -0.5961
N -5.715 -4.004 -2.889 -0.3889
N -6.895 -2.470 -1.957 -0.3994
H -6.595 -4.275 -3.305 0.1765
H -4.882 -4.571 -2.958 0.2338
H -7.532 -2.692 -2.709 0.1410
H -6.999 -1.641 -1.389 0.2252
C 4.193 5.022 3.256 0.6250
O 5.088 4.628 2.531 -0.6567
N 3.931 4.441 4.401 -0.3613
N 3.382 6.019 2.997 -0.3858
H 3.116 4.850 4.837 0.1500
H 4.271 3.525 4.657 0.2352
H 2.626 6.353 3.579 0.1721
H 3.656 6.537 2.175 0.2213
C -6.712 0.951 3.147 0.6611
O -7.262 1.121 2.072 -0.6658
N -5.832 0.042 3.473 -0.3777
N -7.011 1.669 4.164 -0.3513
H -5.401 0.180 4.375 0.1660
H -5.496 -0.441 2.652 0.2498
H -7.682 2.424 4.172 0.2098
H -6.421 1.530 4.972 0.1077
C 1.022 -5.731 -4.123 0.6281
O -0.129 -6.013 -3.993 -0.6448
N 1.921 -6.465 -4.721 -0.4172
N 1.603 -4.691 -3.672 -0.3088
H 2.739 -5.974 -5.054 0.1860
H 1.573 -7.242 -5.263 0.2356
H 2.576 -4.493 -3.857 0.1203
H 1.115 -4.064 -3.049 0.1980
C -0.573 -0.204 8.212 0.6261
O 0.183 -1.141 8.203 -0.6321
N -1.175 0.233 9.282 -0.4371
N -1.160 0.347 7.206 -0.3632
H -0.844 -0.192 10.136 0.2254
H -1.646 1.127 9.273 0.1794
H -1.953 0.958 7.341 0.1792
H -0.629 0.373 6.347 0.2231
C 2.753 3.387 -5.306 0.6802
O 3.051 2.362 -4.660 -0.6686
N 2.694 4.582 -4.717 -0.4016
N 2.522 3.508 -6.635 -0.4333
H 2.861 4.590 -3.721 0.2184
H 2.390 5.402 -5.221 0.1688
H 2.189 4.322 -7.130 0.1999
H 2.530 2.563 -6.993 0.2382
C 6.238 -1.994 6.721 0.6757
O 5.749 -1.120 5.941 -0.6848
N 7.412 -2.450 6.659 -0.3273
N 5.555 -2.635 7.659 -0.3805
H 8.075 -2.214 5.935 0.2098
H 7.647 -3.090 7.404 0.1395
H 6.051 -3.221 8.315 0.1530
H 4.546 -2.602 7.632 0.2146
C 1.226 0.471 0.243 0.6979
O 0.732 0.398 1.386 -0.7198
N 2.459 0.721 -0.064 -0.3712
N 0.537 0.059 -0.774 -0.3727
H 3.088 0.849 0.715 0.2269
H 2.737 0.915 -1.016 0.1717
H -0.455 -0.075 -0.640 0.2097
H 1.025 0.061 -1.659 0.1591
C 7.011 -3.057 -4.743 0.5749
O 6.108 -3.639 -5.272 -0.6369
N 8.087 -3.581 -4.324 -0.3128
N 7.033 -1.805 -4.333 -0.3308
H 8.699 -2.805 -4.115 0.1537
H 8.331 -4.528 -4.579 0.2241
H 7.947 -1.477 -4.055 0.1335
H 6.256 -1.178 -4.481 0.1957
C -1.648 -5.831 2.854 0.6473
O -1.519 -6.741 3.598 -0.6448
N -1.476 -4.567 3.138 -0.3943
N -1.853 -5.966 1.626 -0.3522
H -1.665 -3.772 2.544 0.1667
H -1.368 -4.343 4.117 0.2031
H -2.190 -5.182 1.087 0.1704
H -1.754 -6.912 1.286 0.2057
```

**Highest occupied orbital energy**: -0.3384 Eh
**Energy above the lowest of the compared OMol25 structures with the same formula, charge and spin**: 225.9 kcal per mole
**Lowest unoccupied orbital energy**: 0.07 eV
**Structure (SMILES)**: COC[C@H](C)N.NC(N)=O.NC(N)=O.NC(N)=O.NC(N)=O.NC(N)=O.NC(N)=O.NC(N)=O.NC(N)=O.NC(N)=O.NC(N)=O
**Strongest force on any atom**: 7.77 eV/Å